(1)
A single C6H10P2 molecule in a non-equilibrium geometry, computed with wB97M-V/def2-TZVPD.

Each line ends with the natural charge from an NBO analysis.
CARTESIAN COORDINATES (ANGSTROEM)
H (3.26, 0.90, 1.77)  -0.03
P (1.97, 0.27, 1.89)  0.34
C (1.40, 0.47, 0.30)  -0.33
C (0.24, -0.07, -0.28)  -0.35
C (-0.29, -1.12, 0.34)  -0.06
C (-1.59, -1.64, 0.01)  -0.48
C (-2.60, -0.68, 0.66)  -0.62
C (2.20, 1.67, -0.84)  -0.58
P (2.51, 1.36, -2.46)  0.41
H (2.77, 2.70, -2.95)  -0.04
H (-0.25, 0.28, -1.14)  0.22
H (0.37, -1.56, 1.20)  0.22
H (-1.80, -1.60, -1.14)  0.23
H (-1.60, -2.68, 0.52)  0.23
H (-2.53, -0.60, 1.81)  0.22
H (-2.52, 0.45, 0.38)  0.21
H (-3.69, -0.80, 0.29)  0.22
H (2.16, 2.63, -0.37)  0.21

Highest occupied orbital energy   -8.27 eV
Frontier orbital gap   0.2828 Ha
Energy relative to the best compared isomer or geometry (same formula, charge and spin)   70.4 kcal/mol
SMILES   [H]/P=C(/C=C/CC)\C=P\[H]

---

(2)
3 unconnected molecules or ions with the total composition C3H13NO2S2 in a non-equilibrium geometry, computed with wB97M-V/def2-TZVPD.

Each line ends with the natural charge from an NBO analysis.
CARTESIAN COORDINATES (ANGSTROEM)
N (-1.46, 0.04, -0.76)  -0.86
C (-0.10, 0.33, -0.24)  -0.09
C (0.85, 0.89, -1.30)  -0.67
C (0.52, -0.92, 0.36)  -0.60
S (-0.57, -1.60, 1.69)  0.02
S (0.50, -1.38, 3.41)  -0.22
H (-2.00, 0.89, -0.69)  0.34
H (-1.39, -0.30, -1.73)  0.39
H (-0.26, 1.05, 0.57)  0.17
H (1.23, 0.07, -1.92)  0.22
H (0.39, 1.60, -1.99)  0.21
H (1.66, 1.43, -0.81)  0.19
H (0.65, -1.74, -0.35)  0.20
H (1.46, -0.69, 0.86)  0.22
H (0.87, -0.08, 3.45)  0.13
H (-0.54, 1.92, 2.78)  0.47
H (0.17, 3.20, 2.80)  0.46
O (0.28, 2.30, 3.13)  -0.94
H (-0.45, -2.27, -2.38)  0.35
H (-0.91, -2.77, -3.71)  0.35
O (-0.89, -1.95, -3.19)  -1.32

Highest occupied orbital energy (spin up / spin down)   0.76 / -5.38 eV
Frontier orbital gap (spin up / spin down)   0.0679 / 0.2900 Ha
Multiplicity   2
Energy relative to the best compared isomer or geometry (same formula, charge and spin)   36.0 kcal/mol
Net charge   -1

---

Number 1: calculated total energy -917.1333 Eh. Number 2: calculated total energy -1123.6646 Eh.